A structure of composition C36H44FeN5O10SSeSi, computed with ωB97M-V/def2-TZVPD.

```
! wB97M-V def2-TZVPD RIJCOSX def2/J DEFGRID3
* xyz -2 6
Fe -1.36121 0.31825 -0.06042
C 3.85344 1.95042 2.64882
Si 2.94594 0.74024 3.73998
C 3.76874 -0.94164 3.68183
C 3.03441 1.39797 5.50686
C 1.12446 0.48841 3.36811
C 0.29158 0.09078 4.40767
C -1.05704 -0.18975 4.21018
C -1.55608 -0.07554 2.93149
N -0.77463 0.30717 1.91672
C 0.54120 0.59302 2.08934
S 1.38203 1.08032 0.66374
H 4.71687 2.33899 3.19404
H 3.21450 2.78285 2.35978
H 4.19976 1.47086 1.73565
H 4.78546 -0.90663 4.07647
H 3.82818 -1.28758 2.64997
H 3.19621 -1.66963 4.25617
H 4.04681 1.73839 5.72846
H 2.77252 0.64908 6.25177
H 2.36017 2.24509 5.62991
H 0.69683 -0.00670 5.40699
H -1.70354 -0.49315 5.01965
H -2.59227 -0.26531 2.67780
C 1.55614 1.02451 -4.60460
C 1.17778 0.21000 -3.37015
C 2.39338 -0.52581 -2.81163
C 0.05058 -0.77021 -3.64527
C 0.27168 -1.81952 -4.53135
C -0.66248 -2.83260 -4.68179
C -1.82029 -2.80800 -3.92125
C -2.08877 -1.76622 -3.03923
C -3.37224 -1.75958 -2.23598
C -4.59308 -1.64129 -3.14879
C -3.47068 -2.98462 -1.33125
C -1.16149 -0.73115 -2.94365
N -1.41604 0.35400 -2.07099
C -1.50409 1.55154 -2.58508
C -1.48288 2.69027 -1.78892
C -1.65374 4.03027 -2.18494
C -1.61702 4.76694 -1.02542
C -1.42926 3.84489 0.04372
N -1.32680 2.59763 -0.41130
C -1.42129 4.24260 1.50946
C -2.37563 3.34900 2.30008
C -1.90515 5.69012 1.65585
C -0.00605 4.15474 2.08709
H 2.31963 1.76205 -4.35538
H 0.69467 1.55330 -5.01443
H 1.95606 0.38070 -5.39140
H 0.85712 0.90344 -2.59050
H 2.83025 -1.19978 -3.55339
H 2.10298 -1.10879 -1.94397
H 3.16192 0.18405 -2.50307
H 1.20317 -1.86170 -5.08009
H -0.48068 -3.64644 -5.37288
H -2.54083 -3.61000 -4.01578
H -3.38380 -0.87266 -1.59871
H -4.57279 -2.39859 -3.93669
H -4.64059 -0.65080 -3.59968
H -5.50257 -1.76665 -2.56538
H -3.55290 -3.90826 -1.91251
H -4.35754 -2.89989 -0.70415
H -2.60622 -3.06879 -0.67383
H -1.61627 1.65741 -3.66725
H -1.79954 4.37703 -3.19390
H -1.72282 5.83168 -0.93166
H -3.38293 3.39628 1.88879
H -2.38712 3.66355 3.34632
H -2.06571 2.31151 2.25459
H -2.89063 5.82092 1.21009
H -1.21611 6.39833 1.19290
H -1.97498 5.93450 2.71697
H 0.41950 3.16418 1.94792
H -0.02708 4.37914 3.15675
H 0.65981 4.86904 1.59821
O -5.37721 0.17448 -0.98331
Se -4.75889 0.98841 0.28376
O -5.37730 0.58048 1.73420
O -3.12605 0.38514 0.40576
O -4.65151 2.59007 0.03992
O -0.70391 -2.61721 1.44360
C -0.00830 -2.26751 0.50765
O -0.20946 -1.33137 -0.32628
C 1.27085 -3.03909 0.23592
C 1.21478 -4.41147 0.04776
C 2.39482 -5.08777 -0.18013
C 3.62666 -4.47336 -0.20375
C 3.64507 -3.10703 0.00827
C 2.49346 -2.37587 0.21591
N 4.95339 -2.42656 0.01042
O 4.97807 -1.25114 0.27636
O 5.92822 -3.08706 -0.28298
N 2.35186 -6.56073 -0.39248
O 1.25429 -7.10720 -0.33676
O 3.41618 -7.13257 -0.61708
H 0.27336 -4.93888 0.08287
H 4.53679 -5.02711 -0.37600
H 2.53387 -1.29479 0.34288
*
```

Properties
Kohn-Sham gap (alpha / beta) (eV): 5.70 / 5.70
Expectation value of S²: 8.761
Energy relative to the best compared isomer or geometry (same formula, charge and spin) (kJ/mol): 66.1
HOMO level (alpha / beta) (Eh): -0.10248 / -0.10234
Total energy (Ha): -6777.20660



A cluster of 12 separate species, C15H54N16O12 in total, computed with ωB97M-V/def2-TZVPD.

```
! wB97M-V def2-TZVPD RIJCOSX def2/J DEFGRID3
* xyz 0 1
N -2.56202 -2.58923 -1.68981
C -2.90802 -3.19223 -2.77181
N -2.36202 -2.67623 -3.80581
O -3.67402 -4.37423 -2.74281
H -2.85202 -2.92423 -0.80981
H -1.58602 -2.13923 -1.66581
H -2.32102 -1.64523 -3.80781
H -2.56102 -3.07823 -4.73081
N 0.99198 -2.41323 -5.47181
C 1.34398 -2.53123 -4.28681
N 0.42398 -2.55623 -3.30081
O 2.65698 -2.72223 -3.94181
H 1.94398 -2.20423 -5.94181
H 0.26898 -1.69523 -5.65081
H 0.79498 -2.74823 -2.36381
H -0.61302 -2.57423 -3.52981
N 1.38298 -0.87723 1.15619
C 0.39298 -0.28723 0.51419
N 0.34598 0.96377 0.75619
O -0.51602 -0.93423 -0.39981
H 1.37398 -1.92623 1.02519
H 2.22898 -0.35023 1.52819
H -0.31002 1.32177 0.06819
H 1.07798 1.58777 1.25419
N -0.06302 1.02577 -2.52381
C -0.66502 2.15177 -2.17581
N -1.44602 2.00577 -1.09381
O -0.44202 3.31177 -2.72281
H 0.66598 1.02377 -3.28681
H -0.14102 0.16077 -1.90781
H -1.95702 2.97477 -0.87981
H -2.04002 1.19377 -0.73581
N 2.98498 0.54977 3.08419
C 3.17998 1.68177 2.48419
N 2.04998 2.29377 2.30919
O 4.45498 2.12777 2.04119
H 3.85698 -0.03823 3.09119
H 2.09698 0.21277 3.46019
H 2.09598 3.18677 1.85419
H 1.34398 2.08577 2.99619
N 2.94698 -0.98523 -1.39081
C 4.16298 -1.01223 -1.03281
N 4.81398 -1.63823 -1.97781
O 4.62898 -0.48623 0.14219
H 2.32198 -0.63123 -0.68381
H 2.56298 -1.26523 -2.25681
H 5.81498 -1.84323 -1.72181
H 4.44698 -1.96023 -2.87381
N 0.59798 -0.74923 3.80319
C -0.32202 0.10977 4.14919
N -0.37702 1.08877 3.28519
O -1.09202 0.08577 5.25119
H 0.84098 -1.50123 4.51519
H 0.81298 -0.91523 2.83919
H -0.86102 1.98177 3.54519
H -0.07502 1.02677 2.34819
N -4.27702 0.08677 -1.99681
C -4.11902 0.65177 -0.82781
N -3.21402 0.06977 -0.12081
O -4.76502 1.79277 -0.39281
H -4.86002 0.60277 -2.72081
H -3.93602 -0.84523 -2.13981
H -3.24302 0.40877 0.87019
H -2.79202 -0.86523 -0.29381
C -3.08602 -2.23823 3.16719
C -2.28802 -2.44023 1.94419
O -3.16402 -3.01023 0.97519
H -2.51002 -1.70323 3.95419
H -3.36102 -3.25423 3.63119
H -3.83402 -1.52323 3.08719
H -1.54302 -3.10323 2.20919
H -1.90502 -1.46123 1.54019
H -3.59302 -3.74423 1.39619
C -0.41102 4.38977 1.47019
C -1.79302 3.93977 1.87619
O -1.67802 3.39977 3.21119
H 0.15698 3.47177 1.54419
H 0.01998 5.05577 2.23419
H -0.41202 4.79477 0.42919
H -2.17902 3.17277 1.22919
H -2.41402 4.83477 1.97419
H -2.06502 3.92477 3.94619
C 2.83298 2.92877 -1.45281
C 2.51398 4.16377 -0.67781
O 3.26898 4.24477 0.40719
H 3.87598 2.62277 -1.40681
H 2.63298 3.20977 -2.50781
H 2.19298 2.10477 -1.12381
H 1.46198 4.10277 -0.45581
H 2.72498 4.96077 -1.29681
H 3.03298 5.04677 0.81819
C 0.12898 -4.11223 0.09619
O 0.90398 -3.49523 1.03619
H -0.75302 -3.50823 -0.08281
H -0.07902 -5.12923 0.49419
H 0.78698 -4.14923 -0.79881
H 1.57698 -4.08723 1.42919
*
```

Properties
Kohn-Sham gap (eV): 8.64
SMILES string: NC(N)=O.NC(N)=O.NC(N)=O.NC(N)=O.NC(N)=O.NC(N)=O.NC(N)=O.NC(N)=O.CCO.CCO.CCO.CO
Energy relative to the best compared isomer or geometry (same formula, charge and spin) (kJ/mol): 74.3
HOMO level (Eh): -0.32780
Total energy (Ha): -2382.78030



A structure of composition C21H25N3O6PtS, computed with ωB97M-V/def2-TZVPD.

```
! wB97M-V def2-TZVPD RIJCOSX def2/J DEFGRID3
* xyz 2 5
Pt -0.15522 -2.17860 0.72000
N 1.96864 -3.15660 0.80014
C 2.58791 -2.97739 2.13039
C 2.00067 -3.85666 3.20548
C 0.45132 -3.35587 3.53716
O 0.36519 -3.01188 4.69129
O -0.28669 -3.44735 2.54352
H 1.87905 -4.14301 0.58060
H 2.55540 -2.72790 0.09372
H 2.50585 -1.92847 2.41967
H 3.65598 -3.21768 2.08907
H 2.56710 -3.78655 4.12808
H 1.85634 -4.89848 2.91952
C 4.97104 3.48458 -0.03763
C 3.63450 2.81887 0.07733
C 3.13512 2.06105 -0.98541
C 1.90011 1.44791 -0.90431
C 1.15840 1.58885 0.25440
C 1.60286 2.34565 1.31893
C 2.84721 2.95262 1.21736
S -0.82806 0.16832 2.00969
O 0.36519 -0.57250 2.36366
O -1.17750 1.34129 2.70437
O -1.86750 -0.63000 1.40822
H 5.70500 2.80552 -0.47133
H 5.33607 3.83525 0.92492
H 4.91143 4.34699 -0.70524
H 3.71967 1.95993 -1.89092
H 1.50345 0.88838 -1.74392
H 0.99935 2.47379 2.20312
H 3.20168 3.56189 2.03846
C -3.50909 1.01619 -3.09973
N -2.93827 1.31420 -1.79164
N -1.83455 0.57720 -1.37532
C -1.08062 1.43680 -0.54836
O -0.12560 0.89234 0.27827
C -1.68649 2.68341 -0.51964
C -2.80611 2.60910 -1.31281
C -3.76252 3.67485 -1.69067
C -1.86120 -0.78264 -1.34124
C -3.10311 -1.47920 -1.26512
C -3.11914 -2.83472 -1.08505
C -1.92683 -3.58363 -1.05713
C -0.68085 -2.94212 -1.26509
C -0.62884 -1.52102 -1.37218
H -3.45221 -0.04918 -3.30378
H -2.98634 1.55811 -3.89175
H -4.55551 1.31035 -3.10141
H -1.34491 3.53857 0.04047
H -3.69729 4.49862 -0.98467
H -4.78633 3.30199 -1.70852
H -3.53225 4.06763 -2.68514
H -4.02126 -0.90729 -1.26097
H -4.06481 -3.34310 -0.95318
H -1.95965 -4.65646 -0.92703
H 0.15317 -3.53339 -1.62176
H 0.24107 -1.03858 -1.79690
*
```

Properties
Kohn-Sham gap (alpha / beta) (eV): 5.48 / 5.28
Expectation value of S²: 6.054
Energy relative to the best compared isomer or geometry (same formula, charge and spin) (kJ/mol): 296.8
HOMO level (alpha / beta) (Eh): -0.41926 / -0.53520
Total energy (Ha): -1947.62999